(1)
The following is a quantum chemistry calculation of a molecular structure, C28H25N3O2PS2Tb at a distorted geometry, from the Open Molecules 2025 dataset.

Results
Spin multiplicity = 7
Total charge = +2
Highest occupied orbital energy (alpha / beta) = -12.434 / -12.436 eV

Element x y z (Å)
Tb 0.2297 -0.7275 0.1477
N 2.5966 -0.2226 -0.7631
C 3.3530 0.9804 -0.4603
C 4.7356 0.8964 -0.3064
C 5.4915 2.0777 -0.4331
C 4.8915 3.3183 -0.4785
C 3.5142 3.3998 -0.4521
C 2.7051 2.2591 -0.4395
P 0.9354 2.3118 -0.5645
C 0.4194 1.7291 1.0194
C -0.9789 1.3738 1.2304
C -1.4717 0.7476 2.3775
C -0.6007 0.5389 3.4518
C 0.7538 0.8166 3.3158
C 1.2764 1.4008 2.1367
C 0.3197 3.9843 -0.6751
C 0.1801 4.8743 0.4096
C -0.4963 6.0921 0.2586
C -1.0532 6.4536 -0.9592
C -0.8736 5.6075 -2.0860
C -0.1908 4.3956 -1.9360
H 3.1213 -1.0701 -0.5051
H 2.4000 -0.3301 -1.7584
H 5.2248 -0.0755 -0.1772
H 6.5825 2.0361 -0.4498
H 5.4886 4.2242 -0.5518
H 3.0342 4.3944 -0.4904
H -1.7209 1.7216 0.4836
H -2.5301 0.4806 2.4431
H -0.9944 0.1735 4.4046
H 1.4620 0.5952 4.1350
H 2.3313 1.6356 2.0751
H 0.5957 4.6218 1.3605
H -0.5825 6.7723 1.1073
H -1.6000 7.3885 -1.0849
H -1.2113 5.9209 -3.0984
H -0.0530 3.7545 -2.7879
O -4.2555 -0.3529 -0.3223
C -4.6371 -1.6414 -0.3115
C -6.0173 -2.0036 -0.2444
C -6.3762 -3.3455 -0.2565
C -5.3536 -4.2853 -0.4157
C -4.0389 -3.9663 -0.5287
C -3.6432 -2.6248 -0.4818
C -2.2035 -2.2731 -0.5441
O -1.7837 -0.9819 -0.6144
N -1.4275 -3.3223 -0.4694
N -0.0943 -3.0810 -0.2821
C 0.7228 -4.1356 -0.4381
S 2.4047 -3.8142 -0.3468
C 2.9594 -5.5571 -0.4839
C 1.7965 -6.5155 -0.2655
S 0.1802 -5.7172 -0.6355
H -3.2595 -0.3473 -0.4333
H -6.7062 -1.1281 -0.2265
H -7.4184 -3.6685 -0.0792
H -5.6309 -5.3464 -0.3727
H -3.3320 -4.7339 -0.7640
H 3.7390 -5.7778 0.2661
H 3.4578 -5.6689 -1.4679
H 1.7599 -6.8788 0.7662
H 1.8724 -7.3840 -0.9467

These are the Löwdin partial charges, in e, on atoms 1 to 8:
1. Tb 1.825
2. N -0.041
3. C -0.310
4. C -0.005
5. C -0.038
6. C -0.054
7. C -0.054
8. C -0.337


(2)
The following is a quantum chemistry calculation of a molecular structure, C28H25N7O3STeZn, from the Open Molecules 2025 dataset.

Results
Total charge = 0
Highest occupied orbital energy = -7.271 eV

Element x y z (Å)
Zn -1.8621 0.2739 -0.1800
C 1.3893 3.3006 -3.7090
C 1.8170 2.4623 -2.6904
C 0.9509 2.1118 -1.6629
C -0.3533 2.5926 -1.6465
C -0.7819 3.4335 -2.6728
C 0.0872 3.7854 -3.6943
N -1.2542 2.1589 -0.6345
C -1.9531 3.0289 0.0876
C -1.6630 4.4307 0.1808
C -2.4675 5.2555 0.8977
C -3.6365 4.7922 1.5829
C -3.9596 3.4816 1.5423
C -3.1251 2.5749 0.8314
N -3.3736 1.2745 0.6531
N -4.4793 0.6932 0.8612
C -4.4762 -0.5915 0.2828
C -5.6323 -1.3549 0.4087
C -5.7120 -2.5694 -0.2364
C -4.6372 -3.0129 -1.0008
C -3.5201 -2.2150 -1.0714
N -3.4282 -1.0328 -0.4463
H 2.0641 3.5715 -4.5105
H 2.8294 2.0778 -2.6889
H 1.2910 1.4674 -0.8624
H -1.8032 3.7963 -2.6687
H -0.2605 4.4323 -4.4900
H -0.7852 4.8114 -0.3229
H -2.2119 6.3062 0.9595
H -4.2462 5.4902 2.1389
H -4.8287 3.0901 2.0546
H -6.4432 -0.9558 1.0012
H -6.6071 -3.1723 -0.1569
H -4.6655 -3.9569 -1.5252
H -2.6540 -2.5187 -1.6452
O 8.0180 -2.5034 -0.9608
S 6.7081 -2.8988 -0.5028
O 5.7308 -3.1284 -1.5499
O 6.6771 -3.8595 0.5877
C 6.0380 -1.4366 0.3634
N 6.8402 -0.5496 0.9607
C 6.2501 0.4398 1.6152
C 4.8722 0.5954 1.6796
C 4.1320 -0.3763 1.0305
N 4.7050 -1.3834 0.3935
C 2.6464 -0.3833 0.9447
C 2.0478 -1.2331 0.0137
C 0.6815 -1.2277 -0.1174
N -0.1170 -0.4089 0.5922
C 0.4567 0.3885 1.5060
C 1.8175 0.4152 1.7262
H 6.9066 1.1489 2.1101
H 4.4233 1.4354 2.1929
H 2.6817 -1.8830 -0.5780
H 0.1932 -1.8933 -0.8182
H -0.2072 1.0268 2.0779
H 2.2182 1.0561 2.4996
C -0.6376 -4.6694 -0.4954
Te -1.5318 -3.8819 1.2814
C -0.1037 -4.8184 2.5554
H -0.9096 -5.7141 -0.6174
H 0.4438 -4.5713 -0.4154
H -0.9885 -4.1048 -1.3588
H 0.8940 -4.6085 2.1760
H -0.2820 -5.8897 2.5880
H -0.2128 -4.3957 3.5524

These are the Löwdin partial charges, in e, on atoms 1 to 8:
1. Zn 0.799
2. C -0.085
3. C -0.066
4. C -0.021
5. C -0.286
6. C -0.041
7. C -0.077
8. N 0.004


(3)
The following is a quantum chemistry calculation of 2 unconnected molecules or ions with the total composition C28H25O6S2 at a distorted geometry, from the Open Molecules 2025 dataset.

Results
Total charge = -1
Highest occupied orbital energy = -2.533 eV

Element x y z (Å)
C -7.2764 0.5896 -0.8902
O -6.8086 0.3467 0.4587
C -5.4855 0.0906 0.6185
C -5.0081 -0.0490 1.9457
C -3.6657 -0.2586 2.1675
C -2.7394 -0.2821 1.1000
C -1.3216 -0.4457 1.3632
C -0.3557 0.3557 0.8512
S 1.3575 -0.0117 1.1879
C 1.5896 -1.6489 0.5271
C 1.4364 -2.7680 1.3466
C 1.6283 -4.0413 0.8060
C 1.9763 -4.1830 -0.5414
C 2.1061 -3.0568 -1.3611
C 1.9071 -1.7842 -0.8262
O 2.2034 0.8187 0.3590
O 1.5286 -0.0365 2.6209
S -0.7929 1.7794 -0.1688
C 0.5115 2.9682 0.1313
C 1.2797 3.4279 -0.9328
C 2.3013 4.3428 -0.6814
C 2.5246 4.7986 0.6210
C 1.7227 4.3506 1.6767
C 0.6977 3.4396 1.4288
O -0.6791 1.3520 -1.5492
O -1.9983 2.4012 0.3256
C -3.2337 -0.1613 -0.2174
C -4.5819 0.0003 -0.4674
H -8.3437 0.7696 -0.7651
H -6.7841 1.4709 -1.3300
H -7.1079 -0.2832 -1.5399
H -5.7169 0.0292 2.7663
H -3.2736 -0.3651 3.1801
H -1.0025 -1.2380 2.0399
H 1.1681 -2.6340 2.3929
H 1.5059 -4.9137 1.4500
H 2.1451 -5.1757 -0.9572
H 2.3645 -3.1519 -2.4173
H 1.9963 -0.8963 -1.4488
H 1.0911 3.0371 -1.9305
H 2.9216 4.6771 -1.5143
H 3.3309 5.5038 0.8209
H 1.8835 4.6954 2.6998
H 0.0547 3.0753 2.2287
H -2.5733 -0.2491 -1.0803
H -4.9216 0.0994 -1.5008
C 3.7027 -3.8259 8.5094
C 3.1669 -2.7424 7.6047
C 4.0015 -1.6696 7.2613
C 3.5277 -0.6620 6.4080
C 2.2577 -0.7107 5.8820
C 1.3209 -1.7927 6.2007
O 0.1654 -1.8494 5.7175
C 1.8763 -2.7957 7.1124
H 2.9345 -4.5810 8.6920
H 4.5750 -4.3262 8.0722
H 4.0283 -3.4271 9.4771
H 5.0138 -1.6362 7.6636
H 4.1771 0.1735 6.1495
H 1.9043 0.0429 5.1833
H 1.2365 -3.6327 7.3917

These are the Löwdin partial charges, in e, on atoms 1 to 8:
1. C -0.069
2. O -0.090
3. C -0.263
4. C 0.005
5. C -0.008
6. C -0.230
7. C -0.019
8. C -0.297


no.,calculated total energy (Ha)
1,-3358.355912
2,-4136.482874
3,-2329.743674